This record from OMol25 describes a molecular structure, C65H99GeN6O2P4SSiTi. The level of theory is ωB97M-V/def2-TZVPD.

**<S²>**: 0.758
**HOMO (spin up / spin down)**: -5.1801 / -5.1754 eV
**Total energy**: -217545.1305 eV
**Kohn-Sham gap (spin up / spin down)**: 4.11 / 4.32 eV
**Multiplicity**: 2
**LUMO level (spin up / spin down)**: -1.1 / -0.9 eV

CARTESIAN COORDINATES (ANGSTROEM)
Ti1 0.326 -1.346 -0.337
C1 -4.791 1.066 -2.137
C2 -5.176 0.265 -0.892
C3 -6.564 0.683 -0.414
P1 -3.730 0.319 0.336
C4 -3.822 2.158 0.746
N1 -2.679 2.679 1.386
Ge1 -0.392 2.211 0.587
N2 -0.690 3.560 -0.906
C5 -0.680 3.047 -2.248
P2 0.390 1.562 -2.568
C6 2.083 2.356 -2.239
C7 2.174 3.877 -2.308
C8 3.257 1.710 -2.981
C9 0.075 1.527 -4.466
C10 -1.311 2.016 -4.891
C11 1.129 2.202 -5.337
C12 -1.491 4.638 -0.721
C13 -2.160 5.340 -1.738
C14 -3.017 6.380 -1.449
C15 -3.284 6.732 -0.137
C16 -2.624 6.066 0.884
C17 -1.703 5.078 0.597
N3 -0.899 4.476 1.613
C18 -1.611 4.189 2.783
C19 -1.393 4.757 4.025
C20 -2.321 4.570 5.036
C21 -3.479 3.835 4.793
C22 -3.687 3.216 3.583
C23 -2.718 3.310 2.556
C24 0.345 5.166 1.710
C25 0.398 6.526 1.957
C26 1.614 7.178 2.069
C27 2.780 6.450 1.886
C28 2.735 5.104 1.591
C29 1.512 4.410 1.494
N4 1.387 3.085 1.241
C30 2.575 2.301 1.429
P3 2.280 0.512 1.881
C31 1.977 0.795 3.736
C32 3.207 0.897 4.629
C33 1.060 1.987 3.998
C34 4.116 0.036 1.588
C35 4.360 -1.462 1.762
C36 5.275 0.810 2.210
C37 -4.577 -0.323 1.893
C38 -3.628 -0.215 3.084
C39 -5.042 -1.764 1.730
H1 -5.313 0.685 -3.011
H2 -3.721 1.002 -2.319
H3 -5.055 2.115 -2.026
H4 -5.219 -0.795 -1.174
H5 -6.565 1.710 -0.056
H6 -6.942 0.034 0.372
H7 -7.258 0.623 -1.253
H8 -4.752 2.392 1.279
H9 -3.855 2.625 -0.248
H10 -0.359 3.825 -2.956
H11 -1.702 2.739 -2.516
H12 2.176 2.083 -1.179
H13 1.973 4.257 -3.307
H14 3.185 4.180 -2.035
H15 1.484 4.337 -1.605
H16 3.494 2.266 -3.883
H17 3.047 0.675 -3.240
H18 4.141 1.724 -2.344
H19 0.097 0.456 -4.699
H20 -1.387 3.100 -4.846
H21 -2.103 1.579 -4.288
H22 -1.484 1.717 -5.926
H23 1.278 3.240 -5.055
H24 0.801 2.181 -6.376
H25 2.075 1.675 -5.277
H26 -2.007 5.082 -2.773
H27 -3.490 6.913 -2.262
H28 -3.974 7.529 0.093
H29 -2.816 6.323 1.916
H30 -0.531 5.390 4.183
H31 -2.171 5.041 5.997
H32 -4.224 3.745 5.573
H33 -4.583 2.633 3.435
H34 -0.523 7.077 2.083
H35 1.649 8.234 2.294
H36 3.742 6.937 1.967
H37 3.667 4.591 1.411
H38 3.163 2.724 2.258
H39 3.212 2.314 0.530
H40 1.402 -0.085 4.037
H41 3.776 1.797 4.405
H42 3.851 0.026 4.530
H43 2.879 0.957 5.668
H44 1.553 2.938 3.811
H45 0.758 1.972 5.046
H46 0.167 1.921 3.382
H47 4.155 0.235 0.507
H48 4.469 -1.737 2.808
H49 5.274 -1.756 1.242
H50 3.534 -2.038 1.339
H51 5.448 0.519 3.240
H52 5.124 1.883 2.171
H53 6.184 0.579 1.652
H54 -5.448 0.317 2.072
H55 -2.939 -1.055 3.092
H56 -4.182 -0.219 4.022
H57 -3.032 0.693 3.046
H58 -4.193 -2.424 1.575
H59 -5.713 -1.875 0.882
H60 -5.570 -2.090 2.625
O1 -0.394 -0.045 2.296
C40 -0.749 -1.069 1.712
O2 -1.234 -1.067 0.526
C41 -0.575 -2.428 2.380
P4 1.026 -3.081 1.632
C42 1.755 -3.732 3.225
C43 2.378 -2.776 4.025
C44 3.044 -3.128 5.182
C45 3.115 -4.459 5.563
C46 2.511 -5.421 4.770
C47 1.853 -5.070 3.604
C48 0.689 -4.728 0.908
C49 1.642 -5.145 -0.022
C50 1.628 -6.431 -0.525
C51 0.661 -7.329 -0.094
C52 -0.291 -6.924 0.828
C53 -0.280 -5.635 1.334
H61 -1.417 -3.090 2.155
H62 -0.457 -2.302 3.460
H63 2.323 -1.743 3.714
H64 3.515 -2.361 5.780
H65 3.647 -4.744 6.460
H66 2.562 -6.462 5.057
H67 1.411 -5.851 3.004
H68 2.423 -4.446 -0.301
H69 2.377 -6.741 -1.241
H70 0.663 -8.345 -0.460
H71 -1.039 -7.627 1.166
H72 -1.004 -5.347 2.083
S1 2.513 -0.867 -1.121
C54 3.786 -1.835 -1.621
N5 3.784 -3.193 -1.854
C55 4.960 -3.536 -2.641
C56 5.921 -2.381 -2.324
N6 5.000 -1.318 -1.989
H73 2.902 -3.621 -2.116
H74 4.732 -3.566 -3.714
H75 5.356 -4.506 -2.340
H76 6.530 -2.092 -3.181
H77 6.583 -2.637 -1.487
H78 5.323 -0.461 -1.573
C57 -2.033 -1.091 -2.815
Si1 -0.846 -2.534 -2.297
C58 0.188 -2.935 -3.971
C59 -0.661 -2.780 -5.233
C60 0.790 -4.342 -3.974
C61 1.347 -1.940 -4.083
C62 -2.223 -3.945 -1.946
C63 -2.818 -3.618 -0.579
C64 -3.371 -3.951 -2.956
C65 -1.661 -5.364 -1.868
H79 -2.551 -1.246 -3.757
H80 -1.487 -0.152 -2.876
H81 -2.779 -0.966 -2.035
H82 -1.559 -3.386 -5.189
H83 -0.095 -3.093 -6.111
H84 -0.953 -1.745 -5.375
H85 0.039 -5.084 -4.222
H86 1.205 -4.599 -3.000
H87 1.585 -4.414 -4.719
H88 1.672 -1.843 -5.119
H89 2.198 -2.273 -3.501
H90 1.071 -0.956 -3.707
H91 -3.182 -2.594 -0.547
H92 -2.054 -3.728 0.187
H93 -3.645 -4.292 -0.348
H94 -3.894 -3.001 -2.966
H95 -4.093 -4.728 -2.696
H96 -3.016 -4.162 -3.960
H97 -0.725 -5.378 -1.323
H98 -1.491 -5.786 -2.854
H99 -2.363 -6.022 -1.353

Atom charges from the Löwdin analysis, given in e for atoms 1 to 2: 0.49 -0.14